The following is a quantum chemistry calculation of a cluster of 8 separate species, C24H57O27P3 in total at a distorted geometry, from the Open Molecules 2025 dataset.

As for the SMILES: COP(=O)(OC)OC.COP(=O)(OC)OC.COP(=O)(OC)OC.COC(=O)OC.COC(=O)OC.COC(=O)OC.COC(=O)OC.COC(=O)OC. The calculation puts the energy above the lowest of the compared OMol25 structures with the same formula, charge and spin at 33.0 kJ/mol. The lowest unoccupied orbital energy comes out at 0.35 eV. The value obtained for the total energy is -108966.428 eV. The calculation puts the HOMO energy at -9.97 eV. The HOMO-LUMO gap comes out at 0.3791 Eh. As for the multiplicity: 1.

Geometry as XYZ:
```
111
Properties=species:S:1:pos:R:3:forces:R:3
C -0.9489 -0.9817 2.8000 -0.9 1.1 1.2
O -0.1273 -0.7771 1.6718 0.4 -0.5 -0.7
P -0.6438 -0.1336 0.3080 0.3 0.4 0.5
O -1.4297 1.0874 0.5333 0.1 -0.4 -0.3
O 0.7463 0.0605 -0.4743 -1.1 -0.5 1.0
C 1.7515 0.8761 0.1471 0.4 1.4 -1.6
O -1.4168 -1.2506 -0.5237 0.9 0.9 0.5
C -0.7629 -2.4888 -0.7100 0.6 -2.3 -1.0
H -0.5558 -0.4345 3.6593 0.6 -0.3 -0.1
H -1.0762 -2.0167 3.0997 0.3 -0.2 -0.4
H -1.9157 -0.4858 2.7101 -0.2 -0.4 -0.6
H 1.5520 1.4081 1.0781 -0.4 -1.2 0.3
H 1.8286 1.7436 -0.5252 0.4 -0.2 -0.1
H 2.6846 0.3217 0.1087 0.0 0.0 0.4
H -0.1788 -2.9323 0.1008 -0.5 0.6 0.6
H -0.0250 -2.5603 -1.5215 -0.2 1.0 -0.2
H -1.5207 -3.2156 -1.0130 -0.1 0.1 0.3
C -1.6758 1.4037 -4.1267 -1.5 -0.5 -0.6
O -1.8790 2.7849 -3.8174 1.0 0.6 -0.5
P -1.0493 3.9656 -4.5140 -1.3 0.5 0.7
O -0.9933 5.1886 -3.6918 0.1 -0.8 -0.3
O -1.8271 4.1593 -5.8918 0.4 -0.3 0.6
C -2.0292 5.4680 -6.4108 1.1 0.7 -1.4
O 0.3492 3.3251 -4.8940 0.2 -0.1 -0.4
C 1.2758 3.1418 -3.8202 -0.1 0.2 1.1
H -2.6197 1.0389 -4.5519 -0.2 0.0 0.6
H -1.4807 0.9028 -3.1824 0.3 -0.3 -0.2
H -1.0253 1.1441 -4.9631 0.8 0.6 0.5
H -3.0540 5.6317 -6.7317 -0.1 -0.3 0.4
H -1.3998 5.5564 -7.3069 -0.2 -0.2 0.0
H -1.6560 6.2727 -5.7797 -0.4 -0.3 0.5
H 2.2133 3.6560 -4.0106 0.0 0.0 -0.3
H 1.4615 2.0918 -3.5935 -0.1 -0.2 -0.5
H 0.8608 3.5615 -2.8999 0.1 0.1 0.0
C 2.6316 -7.8517 0.0729 -0.2 0.5 0.5
O 1.2070 -7.7309 -0.0200 -1.1 0.6 0.3
P 0.5394 -6.3929 -0.6311 2.4 -0.4 0.4
O 0.9521 -5.1603 0.0621 -0.6 -0.5 -0.3
O -0.9897 -6.7446 -0.7088 0.1 -0.1 -0.2
C -1.8043 -6.4970 0.4386 -0.7 0.0 0.7
O 1.1238 -6.4534 -2.1067 -1.0 0.3 0.1
C 0.5369 -7.2931 -3.0931 -0.7 0.2 -1.1
H 2.9258 -7.9724 1.1169 -0.3 -0.5 0.0
H 3.1420 -6.9206 -0.1818 -0.1 -0.2 -0.7
H 2.8649 -8.7123 -0.5448 0.6 0.1 0.0
H -1.2092 -6.1155 1.2673 -0.1 0.2 -0.1
H -2.3118 -7.3974 0.7912 0.4 -0.3 -0.3
H -2.6172 -5.8211 0.1727 0.3 0.3 -0.1
H 1.3312 -7.8141 -3.6207 0.0 -0.1 0.1
H -0.0179 -6.6759 -3.8095 0.5 0.2 0.0
H -0.2517 -7.9717 -2.7613 0.5 -0.2 0.6
C 0.8960 -0.5467 6.9564 0.0 0.3 -0.1
O 2.2005 -0.4871 6.3629 0.6 0.2 0.4
C 2.4151 -1.1438 5.2472 -0.9 -1.4 -1.3
O 1.6138 -1.8392 4.6557 -0.1 0.3 0.3
O 3.6572 -0.9849 4.8269 1.0 1.1 1.0
C 4.0976 -1.6947 3.6973 -0.3 -1.0 -0.7
H 1.0218 -0.6957 8.0251 0.1 0.0 0.0
H 0.2934 -1.3461 6.5358 0.0 0.1 -0.1
H 0.4660 0.4388 6.7936 -0.4 -0.2 0.0
H 3.8706 -2.7573 3.8023 -0.2 0.1 0.0
H 5.1767 -1.6224 3.5922 0.0 0.5 0.4
H 3.6251 -1.3370 2.7826 -0.1 0.1 0.1
C -2.9749 1.6500 3.7120 -1.3 0.6 -1.0
O -2.9414 1.2395 5.0715 0.6 -0.4 0.6
C -2.0674 1.8292 5.8959 -0.1 -0.1 -0.6
O -1.9441 1.5856 7.0580 -0.1 -0.1 0.3
O -1.3452 2.6950 5.2001 0.2 1.2 0.1
C -0.3728 3.5135 5.8624 0.3 -0.4 0.1
H -3.4903 0.8475 3.1936 0.0 0.0 -0.1
H -2.0636 1.9034 3.1714 0.3 -0.5 0.6
H -3.5909 2.5498 3.6346 -0.1 -0.1 0.0
H 0.4037 2.8511 6.2394 0.4 0.2 -0.3
H -0.6774 4.1129 6.7194 -0.8 -0.2 -0.1
H -0.0654 4.1869 5.0729 0.5 0.0 0.1
C 0.6233 3.3153 2.4974 -1.2 1.0 0.2
O 1.5721 3.6277 1.4871 -0.3 -0.1 -0.6
C 2.8466 3.6818 1.8011 0.6 0.7 0.1
O 3.3131 3.5159 2.8924 0.2 -0.4 0.3
O 3.5367 4.0374 0.6973 -0.5 -0.5 0.5
C 4.9367 3.8030 0.7581 0.7 -0.8 -0.1
H 1.0328 3.1316 3.4836 0.4 -0.4 -0.2
H -0.0505 2.5461 2.1226 0.3 -0.3 0.1
H -0.0096 4.2050 2.5840 0.1 0.0 0.1
H 5.3106 3.4514 1.7210 -0.5 0.6 0.3
H 5.4474 4.7132 0.4596 0.1 -0.1 -0.1
H 5.1533 2.9446 0.1136 0.0 0.5 -0.5
C -1.5746 4.3267 0.0860 0.2 0.7 -1.8
O -2.7913 3.6345 0.2840 0.1 -0.8 0.3
C -3.9586 4.1651 -0.0998 0.4 0.5 1.0
O -4.2756 5.3100 0.0566 0.0 0.1 -0.4
O -4.7961 3.2441 -0.5394 -1.1 -0.1 -0.4
C -4.3469 1.9418 -0.8637 0.7 -0.8 0.1
H -1.6265 4.7647 -0.9189 0.2 0.1 0.0
H -0.7885 3.5781 0.0288 -0.1 0.0 0.4
H -1.3269 5.1711 0.7297 -0.4 -0.3 0.6
H -5.1294 1.3637 -1.3517 -0.3 0.6 -0.1
H -4.0746 1.3727 0.0259 0.2 0.2 0.1
H -3.4844 1.9938 -1.5274 0.0 0.0 0.1
C 2.0358 -1.1303 -3.5773 0.8 -0.6 0.9
O 0.7922 -1.1999 -4.2465 0.2 0.8 -0.2
C 0.4140 -2.3384 -4.7964 -0.7 -0.2 -0.7
O 0.8679 -3.4324 -4.6458 0.6 -0.5 0.3
O -0.6325 -2.0582 -5.5802 0.0 0.6 0.4
C -1.3202 -3.1370 -6.1787 -0.1 0.1 -1.3
H 2.8741 -0.7498 -4.1642 -0.5 0.3 -0.5
H 2.3713 -2.1175 -3.2526 -0.3 0.0 0.1
H 1.8889 -0.4917 -2.7101 0.0 0.0 0.0
H -0.8597 -3.3863 -7.1420 0.4 -0.3 0.3
H -2.2726 -2.7171 -6.5044 -0.2 -0.2 0.6
H -1.3882 -4.0168 -5.5458 -0.1 0.1 0.1
```
Forces are in eV/Å.

Atom charges from the Mulliken analysis, given in e for atoms 1 to 6:
1. C -0.63
2. O 0.17
3. P -0.72
4. O 0.38
5. O 0.32
6. C -0.77